53
Properties=species:S:1:pos:R:3 method="wB97M-V/def2-TZVPD" lumo_energy_ev=0.60 energy_ev=-33264.427 gap_ev=8.73 fmax_ev_per_a=1.19 e_above_lowest_kj_mol=300.3
C -4.510 1.325 -4.613
C -4.294 2.030 -3.279
C -4.732 1.154 -2.108
C -4.594 1.842 -0.749
C -3.143 1.983 -0.295
H -2.552 2.514 -1.047
H -3.101 2.549 0.643
O -2.636 0.674 -0.100
C -1.357 0.443 0.286
C -1.029 -0.907 0.378
C 0.227 -1.336 0.759
C 1.193 -0.402 1.087
C 0.885 0.950 0.998
C -0.364 1.396 0.594
O -0.675 2.728 0.485
C 0.335 3.677 0.726
H 0.672 3.652 1.767
H 1.192 3.533 0.062
H -0.124 4.644 0.521
H 1.662 1.659 1.233
C 2.614 -0.782 1.474
N 3.489 -0.419 0.383
C 4.006 -1.272 -0.513
N 4.684 -0.623 -1.439
C 4.540 0.664 -1.054
N 3.829 0.832 0.034
H 4.978 1.478 -1.593
N 3.838 -2.613 -0.347
C 3.334 -3.100 0.833
C 2.782 -2.263 1.760
C 2.283 -2.778 3.035
O 2.323 -3.957 3.338
C 1.703 -1.764 3.997
H 0.912 -1.189 3.522
H 2.479 -1.080 4.335
H 1.304 -2.293 4.858
C 3.452 -4.575 0.999
H 2.474 -5.016 1.178
H 4.052 -4.807 1.877
H 3.903 -5.029 0.119
H 4.287 -3.228 -1.007
H 2.920 -0.176 2.337
H 0.440 -2.392 0.813
H -1.801 -1.619 0.131
H -5.125 1.255 0.003
H -5.043 2.837 -0.787
H -4.141 0.237 -2.095
H -5.778 0.875 -2.253
H -3.237 2.284 -3.179
H -4.863 2.963 -3.265
H -4.195 1.960 -5.438
H -3.937 0.402 -4.652
H -5.561 1.081 -4.751

---

54
Properties=species:S:1:pos:R:3 method="wB97M-V/def2-TZVPD" lumo_energy_ev=0.60 energy_ev=-44101.429 gap_ev=9.06 fmax_ev_per_a=0.96 e_above_lowest_kj_mol=109.6
C 1.280 4.062 3.920
C 0.038 4.384 3.104
O -0.466 3.163 2.602
C -1.547 3.175 1.775
C -2.270 4.314 1.441
C -3.366 4.224 0.599
C -3.755 3.002 0.084
C -3.036 1.866 0.414
C -1.933 1.933 1.247
C -1.155 0.691 1.599
N -1.130 -0.233 0.480
C -0.324 0.223 -0.632
C -0.800 -0.530 -1.867
N -0.722 -1.947 -1.603
C -0.780 -2.521 -0.393
O -0.687 -3.732 -0.263
C -0.917 -1.615 0.826
C 0.277 -1.939 1.781
C 1.630 -1.805 1.112
O 2.318 -0.805 1.181
N 2.027 -2.924 0.458
C 3.189 -2.916 -0.408
C 2.764 -2.663 -1.815
N 2.296 -3.561 -2.602
C 1.881 -3.057 -3.793
C 2.042 -1.709 -3.910
S 2.737 -1.044 -2.481
H 1.805 -1.080 -4.745
C 1.315 -3.974 -4.821
H 2.101 -4.618 -5.213
H 0.560 -4.613 -4.368
H 0.878 -3.410 -5.640
H 3.691 -3.884 -0.343
H 3.848 -2.118 -0.057
H 1.357 -3.668 0.307
H 0.145 -2.966 2.124
H 0.244 -1.264 2.635
H -1.820 -1.953 1.356
H -0.643 -2.581 -2.387
H -1.836 -0.245 -2.091
H -0.176 -0.294 -2.733
H 0.752 0.059 -0.478
H -0.494 1.292 -0.765
H -0.146 0.982 1.922
H -1.655 0.194 2.437
H -3.321 0.902 0.021
H -4.613 2.933 -0.568
H -3.916 5.120 0.350
H -1.989 5.279 1.833
H 0.293 5.058 2.274
H -0.716 4.874 3.736
H 1.021 3.403 4.745
H 1.712 4.977 4.315
H 2.013 3.559 3.295